Record 1
{"formula": "C32H26AlBeCaCl3F2NO8", "method": "ωB97M-V/def2-TZVPD", "elements": ["C", "C", "O", "O", "C", "C", "C", "C", "C", "C", "C", "C", "O", "N", "C", "O", "H", "H", "H", "H", "H", "H", "H", "H", "H", "O", "H", "Ca", "O", "H", "F", "C", "C", "C", "C", "C", "C", "H", "H", "H", "H", "H", "Be", "Cl", "F", "C", "C", "C", "C", "C", "C", "C", "O", "C", "C", "C", "C", "C", "C", "C", "O", "H", "H", "H", "H", "H", "H", "H", "H", "Al", "C", "Cl", "Cl", "H", "H"], "xyz": [[3.04261, 3.61789, -0.91349], [4.51007, 3.16996, -0.83490], [5.29204, 3.73697, -1.51044], [4.84902, 2.16620, 0.04549], [5.99567, 1.45408, -0.49589], [6.20079, 0.08035, 0.11509], [5.51063, -0.43949, 1.31579], [5.80890, -1.80552, 1.77737], [6.72544, -2.60647, 1.07080], [7.36988, -2.04280, -0.02906], [7.15622, -0.77514, -0.51632], [8.04223, -0.56154, -1.69638], [8.05977, 0.33864, -2.46295], [8.92719, -1.72767, -1.68132], [8.35942, -2.67378, -0.84369], [8.60599, -3.91853, -0.72868], [2.56152, 3.47182, 0.09513], [2.54693, 3.07845, -1.72141], [3.06788, 4.67442, -1.18222], [6.91771, 2.03699, -0.45634], [5.81479, 1.28475, -1.56385], [4.81144, 0.19519, 1.84214], [5.30263, -2.18802, 2.65546], [6.99130, -3.67523, 1.30306], [8.98476, -1.99357, -2.66965], [5.66714, -3.31188, -1.95425], [6.54930, -3.67687, -1.87358], [4.50275, -1.82566, -0.59991], [5.91034, -6.25252, -1.99332], [5.43162, -5.40899, -2.05104], [1.93470, 0.22204, -3.55618], [0.63383, 0.41627, -3.37269], [0.05073, -0.01569, -2.19516], [-1.29756, 0.18483, -2.00579], [-2.06506, 0.82493, -3.02961], [-1.43992, 1.25287, -4.23236], [-0.10038, 1.05503, -4.39555], [0.65085, -0.50620, -1.44129], [-1.77024, -0.13998, -1.09132], [-3.14459, 1.01735, -2.89450], [-2.01938, 1.73469, -5.00792], [0.40578, 1.37973, -5.29593], [8.29157, -4.34834, 0.57383], [-3.61614, -0.75711, -2.62156], [6.56124, -5.32509, 1.34768], [-9.04058, 4.49637, 1.60918], [-8.39544, 4.50257, 0.37697], [-7.64257, 3.41058, -0.01843], [-7.52119, 2.30996, 0.82167], [-8.15143, 2.31500, 2.07038], [-8.91832, 3.40584, 2.45402], [-7.99608, 1.16824, 3.00552], [-8.54074, 1.16600, 4.08459], [-7.14202, 0.01882, 2.58552], [-6.93913, -1.03500, 3.46636], [-6.16013, -2.11460, 3.08644], [-5.58703, -2.14954, 1.81858], [-5.78259, -1.09823, 0.93938], [-6.55188, -0.00609, 1.32091], [-6.72660, 1.13745, 0.37860], [-6.21991, 1.10996, -0.72972], [-9.63601, 5.34709, 1.91189], [-8.48382, 5.36085, -0.27551], [-7.14699, 3.41487, -0.97917], [-9.41658, 3.40471, 3.41355], [-7.38765, -1.00993, 4.45009], [-6.00042, -2.93297, 3.77674], [-4.98489, -2.99867, 1.51916], [-5.33372, -1.12496, -0.04423], [2.71598, 3.41819, 1.85460], [-2.04185, -2.64755, 2.84349], [-1.90842, -2.26709, 1.11547], [-0.55929, -2.22848, 3.70934], [-2.86695, -2.08054, 3.26025], [-2.22515, -3.71023, 2.95107]], "e_lumo_ha": -0.4364, "total_charge": 3, "de_lowest_kcal_mol": 0.0}

Record 2
{"formula": "C5H13NO2", "method": "ωB97M-V/def2-TZVPD", "elements": ["C", "N", "C", "C", "C", "C", "O", "H", "H", "H", "H", "H", "H", "H", "H", "H", "H", "H", "O", "H", "H"], "xyz": [[-0.58917, -0.25510, -1.90846], [-0.82380, -1.56375, -1.25811], [-0.72247, -1.55184, 0.18244], [0.67687, -1.32931, 0.81271], [1.10520, 0.12463, 0.99111], [1.13880, 0.62187, 2.40114], [1.81202, 1.55573, 2.76662], [0.47044, -0.17814, -2.15451], [-1.21423, -0.17950, -2.79414], [-0.76634, 0.55852, -1.20820], [-0.15619, -2.23156, -1.61906], [-1.18052, -2.44387, 0.58829], [-1.35618, -0.77726, 0.61502], [0.69673, -1.78968, 1.77822], [1.38746, -1.88213, 0.18836], [0.49646, 0.83884, 0.42813], [2.08123, 0.36260, 0.54941], [0.51060, 0.12506, 3.17211], [-1.12974, 3.09200, -0.90223], [-0.46134, 3.65343, -1.30891], [-1.97583, 3.24942, -1.31993]], "e_lumo_ha": 0.0244, "de_lowest_kcal_mol": 47.2, "smiles": "CNCCCC=O.O"}

Record 3
{"formula": "C5H7N5O", "method": "ωB97M-V/def2-TZVPD", "elements": ["C", "C", "N", "C", "C", "N", "N", "N", "N", "C", "O", "H", "H", "H", "H", "H", "H", "H"], "xyz": [[-0.81536, -0.40063, -2.16647], [-0.23766, 0.07237, -0.88028], [0.90142, -0.32967, -0.43657], [1.16289, 0.22955, 0.97931], [-0.02976, 0.40907, 1.93942], [-0.96114, 1.53273, 1.78767], [-1.60502, 2.20867, 2.75744], [-2.53830, 2.83578, 2.19099], [-2.63235, 2.63258, 0.86219], [-1.70374, 1.78673, 0.65633], [-1.26020, 1.07077, -0.43347], [-1.13319, 0.35922, -2.72712], [-1.64370, -0.90214, -1.85171], [-0.01847, -0.86755, -2.63868], [1.61667, 1.18350, 1.07208], [1.85701, -0.34816, 1.55023], [-0.49786, -0.64779, 1.96498], [0.22405, 0.48990, 3.10283]], "e_lumo_ha": 0.0199, "de_lowest_kcal_mol": 79.4, "smiles": "CC1=NCCn2nnnc2O1"}

HOMO-LUMO gap? In order: 1.42, 9.40, 10.82 eV.
Max |F|? In order: 6.01, 1.12, 5.91 eV/Å.
HOMO? In order: -13.29, -8.74, -10.28 eV.